The following is a quantum chemistry calculation of C37H90NO14S2 as an isolated structure, from the OMol25 dataset.

Computed properties:
relative energy (zero: lowest compared OMol25 entry of this formula, charge and spin): 0.0 kcal/mol
LUMO: 1.7217 eV
calculated total energy: -91652.3016 eV
orbital gap: 0.27656 hartree

```
! wB97M-V def2-TZVPD RIJCOSX def2/J DEFGRID3
* xyz -1 1
C -7.02661 7.04322 0.05256
C -6.95079 6.21781 -0.81620
S -6.60745 5.10667 -2.14998
O -7.21586 5.74376 -3.30082
O -7.17466 3.82246 -1.80415
N -5.01335 5.12009 -2.37352
S -4.13469 4.65810 -1.06087
O -3.26181 5.76966 -0.67834
O -4.92725 4.16025 0.05205
C -3.02624 3.36066 -1.66667
C -2.99601 2.09959 -0.78772
C -1.75557 1.98485 0.11780
C -1.30845 3.32367 0.73830
C -0.03913 3.90588 0.06051
C -0.06235 5.44230 -0.05651
C 0.65021 6.15555 1.09124
O 0.12076 5.78744 2.34996
C -1.04095 6.52036 2.70328
H -7.01293 7.63661 0.93199
H -2.04047 3.78029 -1.84221
H -3.42350 3.07316 -2.64022
H -2.97921 1.24299 -1.46968
H -3.90819 1.98480 -0.20624
H -0.93090 1.55163 -0.45193
H -2.00697 1.30543 0.93496
H -2.10500 4.06468 0.78050
H -1.03180 3.12012 1.77739
H 0.86157 3.55111 0.55734
H -0.01802 3.49548 -0.95563
H -1.09747 5.78213 -0.12240
H 0.42559 5.72156 -0.99629
H 1.71785 5.93401 1.09063
H 0.56177 7.23722 0.91420
H -1.76755 5.82414 3.11921
H -0.80575 7.27396 3.46446
H -1.46270 7.03913 1.84241
C 5.55080 3.14470 0.53465
C 4.07158 2.86991 0.30564
C 3.83938 2.07609 -0.96916
O 3.34251 4.09496 0.25191
H 5.96167 3.73685 -0.28865
H 5.69671 3.71658 1.45234
H 6.11846 2.21500 0.60805
H 3.66942 2.31681 1.15497
H 4.19448 2.63293 -1.84316
H 2.77523 1.89206 -1.11611
H 4.35509 1.11486 -0.93649
H 3.67097 4.60753 -0.49376
C 2.14071 0.06316 -5.91966
C 2.92659 0.48940 -4.68917
C 4.38772 0.07509 -4.78171
O 2.33535 -0.06008 -3.51503
H 2.14846 -1.02616 -6.02130
H 1.10047 0.37640 -5.82998
H 2.55744 0.49778 -6.82995
H 2.86297 1.57240 -4.57632
H 4.47233 -1.01341 -4.84979
H 4.93025 0.39011 -3.88944
H 4.87029 0.51333 -5.65715
H 2.37985 -1.01895 -3.58402
C -1.57803 1.61810 -6.75778
C -2.03585 0.59589 -5.72765
C -3.04708 -0.38331 -6.30253
O -2.60277 1.24818 -4.59790
H -2.42671 2.20926 -7.11145
H -0.86262 2.31130 -6.31350
H -1.10992 1.13647 -7.61902
H -1.17214 0.04543 -5.35054
H -3.94457 0.14396 -6.63722
H -3.35121 -1.08971 -5.53003
H -2.63857 -0.94102 -7.14777
H -3.37174 1.74496 -4.89928
C 6.24353 -2.21503 2.04368
C 5.72349 -0.78614 2.07305
C 5.73625 -0.22287 3.48644
O 4.40473 -0.73368 1.53518
H 5.61058 -2.86419 2.65575
H 6.22851 -2.60999 1.02631
H 7.26586 -2.27125 2.42415
H 6.33689 -0.15854 1.42380
H 5.09131 -0.81867 4.13846
H 5.35810 0.80043 3.49358
H 6.74535 -0.22425 3.90438
H 3.83740 -1.27921 2.09093
C 6.79969 -4.92775 5.68099
C 6.27307 -3.50048 5.70022
C 6.27875 -2.91983 7.10622
O 4.95139 -3.46235 5.16609
H 6.16844 -5.57481 6.29604
H 6.78468 -5.32624 4.66568
H 7.82156 -4.97959 6.06109
H 6.88601 -2.87840 5.04558
H 5.63069 -3.50588 7.76326
H 5.89688 -1.89842 7.09838
H 7.28498 -2.91289 7.52924
H 4.39091 -4.00934 5.73079
C -0.33717 -4.93386 5.96455
C 1.00043 -4.35668 5.53000
C 1.18548 -4.45079 4.02550
O 2.06711 -5.03178 6.20883
H -0.39952 -5.99364 5.70056
H -0.45517 -4.85847 7.04632
H -1.16568 -4.41103 5.48597
H 1.06491 -3.31336 5.84009
H 1.16883 -5.49689 3.70250
H 2.15022 -4.03388 3.73132
H 0.40270 -3.91511 3.49188
H 2.03577 -5.95905 5.95328
C 2.95134 -3.77518 0.02515
C 1.66321 -4.49776 0.38297
C 1.03089 -5.16094 -0.83176
O 0.74424 -3.58574 0.98185
H 2.75731 -2.97711 -0.69655
H 3.38146 -3.30863 0.91091
H 3.68827 -4.45749 -0.40291
H 1.87088 -5.25368 1.14229
H 0.77424 -4.41148 -1.58532
H 0.10847 -5.67137 -0.55292
H 1.70827 -5.88705 -1.28477
H 0.53700 -2.90355 0.33396
C -6.62003 0.60162 -0.08794
C -5.82827 -0.32526 0.82054
C -6.51278 -1.67735 0.97537
O -5.63972 0.27163 2.10248
H -7.61100 0.79575 0.33222
H -6.12485 1.56782 -0.19040
H -6.74585 0.16960 -1.08301
H -4.82839 -0.47134 0.40655
H -7.49992 -1.55475 1.43003
H -5.93108 -2.33130 1.62816
H -6.63860 -2.17006 0.00856
H -6.50991 0.42411 2.48341
C -5.06630 -2.05085 -3.06015
C -5.78103 -3.27084 -3.61726
C -7.19546 -3.38562 -3.06934
O -5.04111 -4.45825 -3.32330
H -4.98041 -2.12146 -1.97177
H -4.05450 -1.98016 -3.45946
H -5.60052 -1.13139 -3.30388
H -5.81780 -3.20631 -4.70581
H -7.17499 -3.49649 -1.98145
H -7.69491 -4.26494 -3.47856
H -7.78752 -2.50236 -3.31289
H -4.99100 -4.53796 -2.36550
*
```

The following is a quantum chemistry calculation of a 8-piece molecular cluster, C37H93N4O13P overall, from the OMol25 dataset.

Computed properties:
LUMO: 0.2360 eV
SMILES: [H]/N=C(\N)NCCCC[C@@](COCCOCC)(OCP(C)O)[C@@H](CCCCCCCCOC)NO.CCO.CCO.CCO.CCO.CCO.CCO.CCO
calculated total energy: -81738.8282 eV
orbital gap: 0.31951 hartree

```
! wB97M-V def2-TZVPD RIJCOSX def2/J DEFGRID3
* xyz 0 1
H 1.17175 -2.61913 -1.88576
N 2.09288 -2.77580 -2.28860
C 2.25729 -2.06073 -3.32698
N 1.25674 -1.22998 -3.89533
N 3.48954 -2.10283 -3.99944
C 4.51927 -1.24228 -3.36286
C 5.28434 -1.94113 -2.22158
C 4.72541 -1.40200 -0.86518
C 5.49069 -0.13947 -0.46208
C 4.67115 0.93791 0.29982
C 5.59887 2.16932 0.31119
O 5.28572 3.09037 1.33505
C 5.68684 4.42040 1.03949
C 5.51873 5.31031 2.26383
O 4.35254 6.10634 2.26457
C 3.14449 5.39114 2.10260
C 2.89547 4.31058 3.15137
O 3.50730 1.14033 -0.50966
C 2.81790 2.36068 -0.29698
P 3.10423 3.69937 -1.59292
C 3.95096 2.78631 -2.95594
O 1.57443 3.94680 -2.21683
C 4.32281 0.48999 1.74863
C 2.81910 0.20339 1.97570
C 2.27088 -1.06741 1.31252
C 0.87809 -1.40881 1.86703
C -0.14817 -0.27850 1.59239
C -1.50577 -0.84354 1.15771
C -2.59539 0.22388 1.09207
C -3.62584 -0.06572 -0.00150
C -4.75891 0.94610 -0.00153
O -5.19649 1.14118 -1.35149
C -6.27986 2.04047 -1.41861
N 5.06672 -0.72010 2.15620
O 6.30154 -0.27725 2.75993
H 0.34331 -1.45710 -3.52658
H 1.42564 -0.24902 -3.70376
H 3.32633 -1.72885 -4.92808
H 4.03608 -0.35927 -2.93075
H 5.23358 -0.89565 -4.10720
H 6.34178 -1.67999 -2.24908
H 5.19170 -3.02233 -2.27326
H 3.67287 -1.21884 -1.03117
H 4.82740 -2.14364 -0.07573
H 6.42972 -0.34038 0.05005
H 5.78326 0.36005 -1.39800
H 6.60409 1.77484 0.51072
H 5.65095 2.62933 -0.68102
H 5.07251 4.81780 0.22390
H 6.72858 4.42159 0.69854
H 5.59935 4.70441 3.17198
H 6.35181 6.01167 2.29417
H 3.03756 4.98471 1.09160
H 2.35151 6.13378 2.20716
H 3.66208 3.53718 3.14563
H 1.94056 3.82408 2.95055
H 2.85975 4.74793 4.14934
H 2.97534 2.77144 0.69841
H 1.74319 2.13501 -0.37016
H 3.99920 1.71138 -2.78302
H 3.43512 3.00124 -3.89045
H 4.97975 3.13215 -3.04558
H 1.18122 3.12080 -2.52680
H 4.59418 1.25226 2.48029
H 2.70747 0.07426 3.06154
H 2.21378 1.07100 1.73476
H 2.11391 -0.85641 0.25479
H 2.93775 -1.91507 1.44568
H 0.48450 -2.29533 1.36703
H 0.91758 -1.58489 2.94364
H 0.26017 0.37965 0.81785
H -0.28500 0.33780 2.48604
H -1.35262 -1.27827 0.16368
H -1.78907 -1.62052 1.86492
H -3.13299 0.22971 2.04703
H -2.19577 1.23295 0.95819
H -3.13764 -0.00633 -0.97676
H -4.03425 -1.06867 0.12188
H -5.62045 0.59952 0.57903
H -4.44050 1.91721 0.39620
H -6.10100 2.84411 -2.13532
H -6.49408 2.51484 -0.45792
H -7.20612 1.54563 -1.73112
H 4.52623 -1.15531 2.89656
H 6.32428 -0.55975 3.67928
C -3.49352 -4.25696 5.03905
C -3.80137 -3.18207 4.01252
O -2.82857 -3.15377 2.97055
H -2.50366 -4.09813 5.46874
H -4.23027 -4.25298 5.84397
H -3.49400 -5.24747 4.57746
H -3.78251 -2.19526 4.47031
H -4.79568 -3.33903 3.58011
H -2.82634 -4.00814 2.52752
C -3.91629 2.18555 6.10427
C -4.33526 0.80616 5.63137
O -3.33298 0.20168 4.81595
H -3.70679 2.83278 5.25217
H -4.69702 2.64613 6.71143
H -3.00390 2.12830 6.70216
H -5.23464 0.86740 5.01999
H -4.54947 0.15672 6.48728
H -2.53039 0.12961 5.34227
C -8.18998 -0.45710 -4.54781
C -8.41567 -1.40594 -3.38863
O -7.18378 -1.72300 -2.74560
H -7.50564 -0.89775 -5.27422
H -9.12821 -0.21928 -5.04866
H -7.73275 0.47251 -4.19762
H -8.84725 -2.34219 -3.73802
H -9.10269 -0.96789 -2.65609
H -6.80141 -0.89891 -2.42372
C -1.59078 4.13950 1.60182
C -1.99723 3.88630 3.04258
O -0.92304 4.11818 3.95001
H -0.75019 3.49998 1.32554
H -2.42275 3.93652 0.92507
H -1.27431 5.17576 1.45891
H -2.29547 2.84640 3.17782
H -2.84652 4.52238 3.31697
H -0.65107 5.03652 3.85844
C -12.00273 -1.81054 -8.10039
C -10.93722 -1.27539 -7.16229
O -11.10657 -1.76507 -5.83410
H -12.99564 -1.53918 -7.74099
H -11.87365 -1.41326 -9.10815
H -11.95881 -2.90097 -8.15243
H -10.99457 -0.18949 -7.09990
H -9.93863 -1.54256 -7.52474
H -11.04617 -2.72455 -5.86524
C 10.13121 -2.20207 1.20223
C 8.90778 -1.56089 0.57192
O 8.10306 -2.53008 -0.09129
H 10.72961 -2.70657 0.44284
H 10.75348 -1.45743 1.70166
H 9.83533 -2.95328 1.93864
H 9.20921 -0.82245 -0.17113
H 8.29806 -1.05764 1.32993
H 7.81816 -3.17075 0.56687
C -0.30853 -6.50919 -3.26804
C -0.58555 -6.24119 -1.79995
O 0.61572 -6.03111 -1.06743
H 0.33777 -7.38026 -3.37816
H -1.23484 -6.68711 -3.81731
H 0.20618 -5.65995 -3.72381
H -1.08311 -7.09570 -1.34271
H -1.24007 -5.36828 -1.68916
H 1.06203 -5.27050 -1.45620
*
```

The following is a quantum chemistry calculation of a 8-piece molecular cluster, C37H95N5O12 overall, from the OMol25 dataset.

Computed properties:
relative energy (zero: lowest compared OMol25 entry of this formula, charge and spin): 76.3 kcal/mol
LUMO: 0.5214 eV
SMILES: COC[C@H](C)N.COCCNCCOC.COCCNCCOC.COCCNCCOC.COCCNCCOC.CC(C)O.CC(C)O.CC(C)O
calculated total energy: -71920.3167 eV
orbital gap: 0.33341 hartree

```
! wB97M-V def2-TZVPD RIJCOSX def2/J DEFGRID3
* xyz 0 1
C -1.34821 -0.53731 -5.89554
O -1.04552 0.84301 -5.95010
C -2.16993 1.72751 -5.72248
C -1.69978 3.14128 -5.95365
C -0.70351 3.74451 -5.04977
N -2.82248 4.08334 -5.85934
H -1.65555 -0.81049 -4.88607
H -0.45386 -1.10592 -6.15035
H -2.22746 -0.72313 -6.51237
H -3.03697 1.40417 -6.29849
H -2.45716 1.60193 -4.67853
H -1.39081 3.06625 -6.99625
H 0.20766 3.14635 -5.05932
H -1.06208 3.65957 -4.02395
H -0.44360 4.78201 -5.25986
H -3.70801 3.59902 -5.82236
H -2.76837 4.54858 -4.96450
C 0.13699 3.22817 -1.20886
O -0.24896 4.45422 -0.68586
C -1.65598 4.75822 -1.04453
C -2.65713 4.09590 -0.09289
N -2.12409 4.34115 1.25517
C -2.72295 3.46587 2.21258
C -2.06041 2.06166 2.19603
O -0.65626 2.06478 2.57130
C -0.05795 0.74154 2.69607
H 1.14712 2.94289 -0.91500
H 0.17151 3.35085 -2.29139
H -0.54984 2.41049 -0.99028
H -1.97168 4.36448 -2.01065
H -1.86952 5.82684 -1.02109
H -2.78872 3.04313 -0.34283
H -3.62267 4.54869 -0.31828
H -1.13306 4.17198 1.15851
H -3.78252 3.38384 1.97039
H -2.66217 3.91281 3.20488
H -2.28333 1.52089 1.27627
H -2.45914 1.49064 3.03452
H -0.51536 0.13460 3.47742
H 1.02036 0.82509 2.83159
H -0.23193 0.16308 1.78876
C -0.10084 1.69516 9.69244
O 0.55774 0.42909 9.95303
C 1.77109 0.25828 9.17856
C 2.14100 -1.22077 8.82288
N 1.13593 -1.99502 8.20629
C 0.65926 -1.56505 6.84933
C 1.66064 -1.92465 5.73096
O 0.85014 -1.87133 4.59683
C 1.39698 -2.55434 3.51650
H -0.90149 1.98933 10.37106
H -0.72021 1.41850 8.83925
H 0.56213 2.53604 9.48875
H 2.58818 0.85361 9.58606
H 1.70533 0.64447 8.16139
H 2.49965 -1.76778 9.69480
H 2.98532 -1.23847 8.13376
H 0.39072 -2.18677 8.86050
H 0.47481 -0.49450 6.75986
H -0.27243 -2.11509 6.71704
H 2.10283 -2.91526 5.83708
H 2.50920 -1.24876 5.62506
H 0.74292 -2.59016 2.64528
H 1.57902 -3.60098 3.76047
H 2.36309 -2.15090 3.21325
C 4.45327 0.25067 1.98626
O 4.39558 0.20153 0.55050
C 3.43039 1.08617 -0.00030
C 3.70656 1.45934 -1.49352
N 3.35452 0.36687 -2.43379
C 3.31775 0.81116 -3.85043
C 3.55364 -0.35225 -4.83151
O 4.72108 -1.05228 -4.37268
C 4.72040 -2.34524 -4.85642
H 5.35325 -0.30109 2.25771
H 3.52642 -0.06584 2.46467
H 4.69672 1.28955 2.20891
H 3.46734 2.00028 0.59226
H 2.49747 0.54067 0.14176
H 4.73529 1.79852 -1.61497
H 3.08615 2.29885 -1.80725
H 3.99167 -0.39845 -2.26522
H 3.94296 1.68928 -4.01205
H 2.32897 1.17528 -4.12941
H 3.51278 -0.00328 -5.86334
H 2.65926 -0.97033 -4.75293
H 5.68127 -2.83390 -4.69501
H 4.36141 -2.43602 -5.88160
H 4.10350 -3.01593 -4.25832
C -7.88278 3.70077 1.43256
O -7.95449 2.60430 0.49773
C -8.30227 3.09284 -0.79160
C -8.28866 1.97626 -1.87306
N -6.93672 1.37786 -1.93974
C -5.99440 2.34909 -2.51715
C -4.65543 1.73025 -2.85251
O -3.91653 1.22840 -1.72586
C -2.66010 0.73907 -2.02040
H -8.85839 4.16230 1.58516
H -7.05994 4.39915 1.27995
H -7.70780 3.26208 2.41493
H -7.71196 3.97085 -1.05376
H -9.33131 3.45197 -0.77773
H -8.46987 2.36198 -2.87629
H -9.04527 1.23791 -1.60754
H -6.68947 0.91773 -1.07531
H -5.82654 3.15787 -1.80595
H -6.54644 2.76585 -3.35956
H -4.15190 2.61445 -3.24336
H -4.84616 1.00545 -3.64395
H -2.26266 0.42251 -1.05606
H -1.83100 1.36046 -2.35890
H -2.85448 -0.17405 -2.58301
C 4.74105 -3.10978 -0.68233
C 5.65031 -3.88055 0.27356
C 5.45679 -3.48869 1.76562
O 5.45525 -5.21407 0.11087
H 4.82029 -2.03327 -0.53082
H 3.70522 -3.31761 -0.41407
H 5.01469 -3.20241 -1.73335
H 6.67246 -3.66148 -0.03517
H 4.38193 -3.55090 1.93565
H 5.80359 -2.48485 2.01085
H 6.02737 -4.05979 2.49799
H 6.17808 -5.66273 0.55563
C -0.02612 -1.81505 -0.67916
C 0.73525 -1.95871 -1.99891
C -0.17318 -2.70440 -2.94835
O 0.88028 -0.77854 -2.59658
H -0.89148 -1.15233 -0.67256
H 0.65425 -1.42491 0.07781
H -0.35395 -2.81504 -0.39519
H 1.72304 -2.41210 -1.91640
H 0.20152 -2.68704 -3.97178
H -1.12217 -2.16909 -2.97902
H -0.44021 -3.71135 -2.62766
H 1.78300 -0.47897 -2.46634
C 0.82521 -6.55517 -0.56239
C 1.96109 -5.63107 -0.08710
C 2.58156 -6.10959 1.29538
O 2.97322 -5.66881 -1.01156
H 0.37272 -6.35438 -1.53350
H 0.03983 -6.36389 0.16883
H 0.99576 -7.62287 -0.42450
H 1.50341 -4.64234 -0.05482
H 1.88739 -5.73365 2.04696
H 3.58154 -5.79816 1.59733
H 2.53421 -7.18258 1.48121
H 3.73603 -5.32991 -0.53735
*
```

The lowest orbital gap belongs to which entry?
C37H90NO14S2

Among the records above, which one has the lowest calculated total energy?
C37H90NO14S2

Among the records above, which one has the lowest calculated total energy?
C37H90NO14S2